No. 1
Entry from the OMol25 dataset: C11H18N3OPtSSe2SiTe2 as an isolated structure (ωB97M-V/def2-TZVPD).

```
40
C11H18N3OPtSSe2SiTe2 (ωB97M-V/def2-TZVPD)
Pt -1.2710 1.3533 1.0783
Se -3.7140 1.0245 1.0764
Te -3.1235 0.8500 3.5581
Te -0.5903 2.0287 4.0016
Se 0.9948 1.4112 2.0849
C -0.0497 -3.9638 -1.0199
Si -0.7645 -3.5513 0.6795
C -2.4368 -4.3863 0.8341
C 0.3984 -4.2149 1.9927
C -0.9355 -1.7665 0.8258
C -1.0534 -0.5555 0.9358
H 0.1622 -5.0288 -1.1379
H 0.8830 -3.4144 -1.1728
H -0.7573 -3.6755 -1.8019
H -2.3594 -5.4764 0.8400
H -3.0817 -4.0886 0.0050
H -2.9248 -4.0673 1.7566
H 0.4900 -5.3031 1.9507
H 0.0349 -3.9348 2.9829
H 1.3906 -3.7755 1.8741
C 1.5410 0.3236 -3.3329
C 0.3374 0.6033 -2.4629
N -0.4498 -0.4396 -2.1590
O 0.0967 1.7368 -2.0652
H 1.5637 -0.6936 -3.7201
H 2.4369 0.4986 -2.7363
H 1.5437 1.0254 -4.1658
H -0.0928 -1.3727 -2.2776
H -1.0800 -0.3121 -1.3698
S -1.7792 3.8290 0.9870
C -0.2004 4.3239 0.6758
N 0.4127 3.9515 -0.4852
C 1.7301 4.0974 -0.7040
C 2.4758 4.8262 0.1691
C 1.7718 5.3238 1.2859
N 0.5118 5.0922 1.5458
H -0.0631 3.1948 -0.9866
H 2.1162 3.6124 -1.5884
H 3.5333 4.9814 0.0324
H 2.3021 5.9327 2.0138
```

Calculated values
LUMO energy: 2.3 eV
ΔE to the lowest compared entry with this formula, charge and spin: 17.2 kcal per mole
calculated total energy: -185459.7459 eV
orbital gap: 5.6 eV
multiplicity: 1
net charge: -1

Atom charges from the Mulliken analysis, given in e for atoms 1 to 6:
1 Pt 0.82
2 Se -0.68
3 Te -0.08
4 Te -0.11
5 Se -0.73
6 C -1.03

=====

No. 2
Entry from the OMol25 dataset: the molecule C4H9NO2 (ωB97M-V/def2-TZVPD).

```
16
C4H9NO2 (ωB97M-V/def2-TZVPD)
C 2.1433 0.4590 0.5571
C 0.9728 0.1544 -0.3446
O 0.6249 1.2655 -1.1420
C -0.2674 -0.2690 0.4858
N -0.8899 0.9435 1.0557
C -1.2560 -0.9444 -0.4288
O -1.5216 -2.1123 -0.4049
H 3.0152 0.7752 -0.0094
H 2.4446 -0.4234 1.1389
H 1.9259 1.2466 1.2798
H 1.1977 -0.6680 -1.0170
H 0.0713 1.8152 -0.5615
H 0.0151 -0.9837 1.2697
H -1.9006 0.8575 1.1063
H -0.6274 1.0411 2.0304
H -1.7434 -0.2912 -1.1877
```

Calculated values
LUMO energy: 0.7 eV
ΔE to the lowest compared entry with this formula, charge and spin: 35.7 kcal per mole
calculated total energy: -9878.5143 eV
orbital gap: 10.4 eV
SMILES: C[C@H](O)[C@@H](N)C=O
multiplicity: 1

Atom charges from the Mulliken analysis, given in e for atoms 1 to 6:
1 C -1.43
2 C 0.06
3 O -0.57
4 C 0.45
5 N -0.74
6 C -0.35

=====

No. 3
Entry from the OMol25 dataset: a 4-piece molecular cluster, C33H64BrINO3 overall at a distorted geometry (ωB97M-V/def2-TZVPD).

```
103
C33H64BrINO3 (ωB97M-V/def2-TZVPD)
C -5.4695 -0.6030 3.7384
C -4.0431 0.0857 3.7144
O -3.3604 0.0545 4.9706
C -2.3824 1.1000 5.0263
C -1.3608 0.9948 3.8298
O -0.1643 1.7529 4.0207
C 0.6781 1.6853 2.8481
C 0.1961 2.6312 1.7059
C 0.5506 4.0834 1.6461
C 1.4790 4.7092 2.7401
C 1.9171 6.2044 2.4859
C 3.2066 6.4217 1.5933
Br 3.7571 4.8955 0.4756
C 0.0402 4.8916 0.5579
N -0.7704 4.3373 -0.4343
C -1.1035 3.0077 -0.4175
C -0.6518 2.0801 0.6339
C -1.1073 0.5980 0.4824
C 0.1439 -0.2593 -0.0105
O 0.8590 0.1872 -0.8502
I 0.5172 -2.2374 0.8094
H -5.9594 -0.5490 2.7250
H -6.0805 -0.0920 4.5327
H -5.3288 -1.6936 3.9611
H -4.1694 1.1651 3.3872
H -3.4320 -0.4388 2.9254
H -1.8454 1.0870 6.0141
H -2.8891 2.1099 4.9250
H -1.1382 -0.1081 3.6894
H -1.8868 1.4296 2.9259
H 1.7132 1.9166 3.2238
H 0.6930 0.5946 2.5504
H 0.8550 4.7283 3.6860
H 2.3567 4.0490 2.9952
H 1.0500 6.8336 2.1319
H 2.1732 6.6230 3.5038
H 2.9976 7.2765 0.8882
H 4.1102 6.7249 2.1851
H 0.2648 5.9768 0.4205
H -1.0953 4.9292 -1.1997
H -1.7321 2.6418 -1.2716
H -1.5653 0.1519 1.3970
H -1.8630 0.4857 -0.3513
C 2.9225 -5.3842 -1.8843
C 1.9377 -6.5464 -1.8336
C 1.0492 -6.5335 -0.5900
C 1.7885 -6.6696 0.7439
C 2.6499 -7.9244 0.8875
C 1.8468 -9.2179 0.8224
H 3.6278 -5.4162 -1.0511
H 3.5032 -5.4219 -2.8084
H 2.3970 -4.4259 -1.8552
H 2.4807 -7.4926 -1.9065
H 1.2939 -6.4942 -2.7174
H 0.3092 -7.3350 -0.6785
H 0.4766 -5.5984 -0.5725
H 1.0482 -6.6537 1.5520
H 2.4218 -5.7894 0.9009
H 3.1627 -7.8820 1.8534
H 3.4337 -7.9394 0.1248
H 1.0821 -9.2422 1.6025
H 2.5046 -10.0772 0.9691
H 1.3566 -9.3405 -0.1454
C -7.0564 1.7487 -4.1159
C -6.0135 2.2974 -3.1501
C -5.0616 1.2274 -2.6150
C -5.7210 0.1173 -1.7920
C -6.5094 0.5914 -0.5706
C -5.6448 1.3015 0.4623
H -7.7135 1.0241 -3.6313
H -7.6826 2.5590 -4.4942
H -6.5795 1.2641 -4.9708
H -6.5117 2.8144 -2.3248
H -5.4211 3.0554 -3.6732
H -4.2859 1.7164 -2.0113
H -4.5370 0.7650 -3.4582
H -4.9403 -0.5781 -1.4619
H -6.3869 -0.4654 -2.4348
H -6.9713 -0.2809 -0.0981
H -7.3310 1.2454 -0.8746
H -4.8387 0.6493 0.8120
H -6.2463 1.5840 1.3294
H -5.2030 2.2151 0.0567
C 3.3993 1.9404 -2.0039
C 4.0431 1.0874 -3.0896
C 4.6936 -0.1864 -2.5507
C 5.8510 0.0344 -1.5734
C 7.0103 0.8726 -2.1136
C 7.7067 0.2382 -3.3114
H 4.1375 2.3005 -1.2827
H 2.9181 2.8162 -2.4486
H 2.6395 1.3754 -1.4661
H 4.7717 1.6853 -3.6441
H 3.2701 0.8013 -3.8102
H 5.0414 -0.7880 -3.3962
H 3.9294 -0.7905 -2.0486
H 6.2348 -0.9446 -1.2665
H 5.4722 0.5064 -0.6606
H 7.7449 1.0017 -1.3127
H 6.6654 1.8768 -2.3781
H 8.0947 -0.7511 -3.0580
H 8.5475 0.8581 -3.6301
H 7.0317 0.1363 -4.1635
```

Calculated values
LUMO energy: -4.5 eV
calculated total energy: -121026.8958 eV
orbital gap: 7.8 eV
multiplicity: 1
net charge: +1

Atom charges from the Mulliken analysis, given in e for atoms 1 to 6:
1 C -1.05
2 C 0.10
3 O -0.44
4 C -0.72
5 C 0.35
6 O -0.43

=====

No. 4
Entry from the OMol25 dataset: a 2-piece molecular cluster, C5H13NO2 overall at a distorted geometry (ωB97M-V/def2-TZVPD).

```
21
C5H13NO2 (ωB97M-V/def2-TZVPD)
C 2.5328 -0.9467 0.6332
C 1.5720 -0.9626 -0.5326
C 0.7732 0.3508 -0.7197
C 0.0034 0.6603 0.5364
O 0.4168 1.4419 1.3805
N -1.2102 0.0667 0.7231
C -1.8889 -0.8994 -0.1128
H 2.9539 -1.9171 0.8923
H 2.0955 -0.5107 1.5304
H 3.4424 -0.3752 0.4219
H 2.0828 -1.2894 -1.4347
H 0.8042 -1.7352 -0.4041
H 0.0716 0.1765 -1.5314
H 1.4039 1.1887 -1.0101
H -1.5457 0.0850 1.6699
H -2.7478 -0.4223 -0.5917
H -2.2758 -1.7282 0.4503
H -1.2241 -1.2587 -0.8697
O -2.7626 2.5473 -0.2458
H -2.4077 2.6295 -1.1342
H -2.0895 2.8990 0.3489
```

Calculated values
LUMO energy: 0.8 eV
ΔE to the lowest compared entry with this formula, charge and spin: 16.1 kcal per mole
calculated total energy: -10981.1820 eV
orbital gap: 10.3 eV
SMILES: CCCC(=O)NC.O
multiplicity: 1

Atom charges from the Mulliken analysis, given in e for atoms 1 to 6:
1 C -1.16
2 C -0.21
3 C -0.88
4 C 0.49
5 O -0.66
6 N -0.04

=====

No. 5
Entry from the OMol25 dataset: CHF3NO5S2Tm as an isolated structure at a distorted geometry (ωB97M-V/def2-TZVPD).

```
14
CHF3NO5S2Tm (ωB97M-V/def2-TZVPD)
N 0.8232 -0.9634 0.4886
S 2.1882 -0.2276 -0.0282
O 2.3754 -0.3351 -1.4594
O 3.2074 -0.1545 0.9863
S -0.5019 -0.0818 0.5098
O 1.4197 1.3320 0.3247
O -0.9376 1.1239 1.2908
C -1.4353 -0.0707 -1.1436
F -0.8969 0.8382 -1.9164
F -1.3257 -1.2579 -1.6922
F -2.6980 0.2094 -0.9201
Tm 0.5435 2.8528 1.5456
O -1.4829 -1.1848 1.1670
H -1.2793 -2.0807 0.8471
```

Calculated values
LUMO energy (spin up / spin down): -11.5 / -12.3 eV
calculated total energy: -72110.3579 eV
orbital gap (spin up / spin down): 7.1 / 6.2 eV
multiplicity: 3
net charge: +2

Atom charges from the Mulliken analysis, given in e for atoms 1 to 6:
1 N -0.37
2 S 1.07
3 O -0.41
4 O -0.45
5 S 1.32
6 O -0.66

=====

No. 6
Entry from the OMol25 dataset: a 2-piece molecular cluster, C6H10N2 overall at a distorted geometry (ωB97M-V/def2-TZVPD).

```
18
C6H10N2 (ωB97M-V/def2-TZVPD)
H -1.9457 -0.8221 1.0352
N -1.7299 0.1630 0.8734
C -0.5225 0.5057 0.8988
C -0.3703 1.8800 0.8212
N -0.1461 2.9990 0.7984
C 0.6472 -0.4820 0.8039
C 0.4695 -1.6522 1.3912
C 1.9970 -0.0303 0.3026
H -0.4633 -2.0949 1.7790
H 1.2710 -2.3930 1.2029
H 2.0789 0.8787 -0.3173
H 2.6430 0.2046 1.0875
H 2.4015 -0.9018 -0.1910
C -1.2350 0.3809 -2.0904
H -0.3677 0.9959 -1.8935
H -0.9131 -0.6689 -2.2016
H -1.8173 0.6053 -3.0198
H -1.9971 0.4321 -1.2804
```

Calculated values
LUMO energy: -0.3 eV
ΔE to the lowest compared entry with this formula, charge and spin: 56.9 kcal per mole
calculated total energy: -9361.9678 eV
orbital gap: 9.9 eV
SMILES: [H]/N=C(/C#N)C(=C)C.C
multiplicity: 1

Atom charges from the Mulliken analysis, given in e for atoms 1 to 6:
1 H 0.23
2 N -0.58
3 C 0.17
4 C 0.33
5 N -0.44
6 C 1.02